1.
A structure of composition C46H43I2N10OP2STl. Source: OMol25; level of theory: ωB97M-V with the def2-TZVPD basis set.

HOMO level	-12.83	eV
relative energy (zero: lowest compared OMol25 entry of this formula, charge and spin)	0.0	kcal/mol
calculated total energy	-115643.6326	eV
Kohn-Sham gap	7.393	eV
molar mass	1304.12	g/mol
total charge	+2

Atoms and positions in Å:
Tl  -0.445  -0.690  0.980
N  1.177  0.147  -1.762
P  0.539  -1.438  -1.673
C  -0.329  -1.707  -3.245
C  0.363  -1.756  -4.458
C  -0.334  -1.926  -5.644
C  -1.719  -2.068  -5.625
C  -2.410  -2.033  -4.423
C  -1.716  -1.849  -3.233
C  2.005  -2.493  -1.848
C  1.806  -3.867  -2.012
C  2.892  -4.717  -2.129
C  4.185  -4.203  -2.085
C  4.385  -2.841  -1.924
C  3.297  -1.983  -1.796
P  0.547  1.247  -0.651
C  -0.326  2.454  -1.699
C  -0.168  3.842  -1.728
C  -0.950  4.619  -2.573
C  -1.900  4.028  -3.393
C  -2.073  2.649  -3.366
C  -1.299  1.870  -2.522
C  1.966  2.091  0.207
C  2.864  2.919  -0.695
C  4.159  3.046  -0.448
C  4.771  2.154  0.610
C  4.343  2.470  2.053
C  3.250  1.784  2.349
H  1.478  0.490  -2.667
H  1.445  -1.675  -4.475
H  0.202  -1.963  -6.585
H  -2.257  -2.220  -6.552
H  -3.486  -2.157  -4.411
H  -2.249  -1.823  -2.287
H  0.796  -4.265  -2.065
H  2.735  -5.781  -2.265
H  5.035  -4.869  -2.182
H  5.392  -2.441  -1.897
H  3.456  -0.920  -1.654
H  0.574  4.345  -1.121
H  -0.803  5.692  -2.596
H  -2.497  4.640  -4.057
H  -2.806  2.179  -4.010
H  -1.445  0.797  -2.511
H  2.399  3.483  -1.496
H  4.794  3.704  -1.030
H  5.851  2.117  0.510
H  4.886  3.161  2.687
H  2.685  1.782  3.272
S  -0.651  -0.653  5.566
C  -0.589  -2.292  5.106
C  -0.626  -2.450  3.754
C  -0.701  -1.206  3.074
C  -0.735  -0.135  3.926
C  -0.998  1.269  3.558
C  -1.056  2.312  4.484
C  -1.477  3.559  4.062
C  -1.827  3.745  2.730
C  -1.686  2.673  1.873
N  -1.270  1.472  2.270
H  -0.537  -3.063  5.862
H  -0.620  -3.420  3.280
H  -0.798  2.132  5.520
H  -1.547  4.378  4.767
H  -2.188  4.700  2.369
H  -1.900  2.776  0.810
N  1.235  2.954  1.164
C  2.807  1.029  1.074
N  4.129  0.833  0.424
C  4.799  -0.276  0.841
N  6.125  -0.342  0.684
N  4.196  -1.330  1.344
C  2.847  -1.274  1.416
N  2.100  -0.215  1.269
C  2.243  -2.639  1.623
C  3.000  -3.642  2.218
C  2.473  -4.921  2.294
C  1.229  -5.171  1.737
C  0.544  -4.112  1.170
N  1.023  -2.871  1.139
H  1.877  3.553  1.668
H  0.578  3.561  0.694
H  6.675  0.384  0.267
H  6.575  -1.196  0.965
H  3.985  -3.410  2.592
H  3.040  -5.717  2.760
H  0.794  -6.162  1.742
H  -0.434  -4.260  0.721
I  -3.293  -3.062  0.408
I  -3.313  -5.598  1.243
N  -2.653  -0.099  -0.118
C  -3.616  0.533  0.049
N  -4.688  1.250  0.239
C  -5.199  1.531  1.597
C  -6.685  1.231  1.616
O  -7.346  1.950  0.590
C  -6.907  1.558  -0.698
C  -5.433  1.869  -0.877
H  -5.032  2.586  1.820
H  -4.658  0.921  2.319
H  -7.115  1.549  2.563
H  -6.849  0.154  1.493
H  -7.493  2.119  -1.422
H  -7.083  0.487  -0.850
H  -5.272  2.948  -0.850
H  -5.060  1.474  -1.820

Atomic partial charges in e from the Mulliken method, atoms 1 to 4:
1. Tl 2.589
2. N 0.181
3. P 1.008
4. C 0.590

=====

2.
A structure of composition C46H44CrN3O5PS. Source: OMol25; level of theory: ωB97M-V with the def2-TZVPD basis set.

HOMO level (spin up / spin down)	-10.40 / -10.40	eV
relative energy (zero: lowest compared OMol25 entry of this formula, charge and spin)	0.0	kcal/mol
calculated total energy	-111669.5635	eV
Kohn-Sham gap (spin up / spin down)	7.246 / 6.948	eV
molar mass	833.91	g/mol
total charge	+1
spin multiplicity	4

Atoms and positions in Å:
Cr  0.830  -0.845  -0.717
O  1.711  -0.828  2.648
S  0.983  0.006  1.758
O  -0.212  -0.640  1.109
O  1.749  0.448  0.525
C  0.576  1.476  2.674
C  1.433  1.695  3.749
C  1.322  2.848  4.507
C  0.353  3.785  4.191
C  -0.511  3.553  3.132
C  -0.430  2.396  2.359
P  -1.637  2.074  1.018
C  -3.026  1.316  1.932
C  -3.427  1.695  3.212
C  -4.507  1.079  3.821
C  -5.203  0.075  3.159
C  -4.811  -0.315  1.888
C  -3.725  0.302  1.283
C  -2.224  3.758  0.621
C  -1.294  4.657  0.091
C  -1.683  5.923  -0.312
C  -3.019  6.301  -0.228
C  -3.954  5.405  0.267
C  -3.560  4.142  0.694
H  2.188  0.960  3.983
H  1.995  3.007  5.338
H  0.260  4.694  4.769
H  -1.267  4.292  2.899
H  -2.892  2.471  3.744
H  -4.807  1.380  4.816
H  -6.045  -0.407  3.638
H  -5.342  -1.102  1.370
H  -3.412  -0.022  0.295
H  -0.250  4.368  0.013
H  -0.946  6.620  -0.691
H  -3.325  7.289  -0.543
H  -4.996  5.691  0.332
H  -4.300  3.459  1.091
C  5.875  -0.112  -5.558
C  5.491  0.967  -4.534
C  5.155  2.258  -5.279
C  6.675  1.234  -3.592
C  4.320  0.463  -3.704
C  4.438  -0.718  -2.970
C  3.391  -1.160  -2.191
N  2.235  -0.494  -2.129
C  2.087  0.645  -2.827
C  3.108  1.142  -3.618
C  0.750  1.271  -2.702
C  0.326  2.359  -3.432
C  -1.000  2.802  -3.330
C  -1.854  2.055  -2.535
C  -1.359  0.978  -1.817
N  -0.079  0.624  -1.859
C  -1.466  4.021  -4.114
C  -1.482  3.649  -5.604
C  -0.496  5.186  -3.882
C  -2.866  4.461  -3.685
H  6.704  0.246  -6.168
H  5.040  -0.342  -6.222
H  6.193  -1.035  -5.075
H  6.023  2.575  -5.856
H  4.906  3.071  -4.594
H  4.329  2.121  -5.980
H  7.529  1.583  -4.173
H  6.980  0.335  -3.058
H  6.427  1.999  -2.855
H  5.350  -1.296  -2.987
H  3.452  -2.050  -1.579
H  2.958  2.060  -4.164
H  1.014  2.861  -4.096
H  -2.898  2.308  -2.433
H  -2.002  0.368  -1.204
H  -0.488  3.367  -5.957
H  -1.817  4.503  -6.194
H  -2.162  2.817  -5.794
H  0.509  4.969  -4.245
H  -0.433  5.439  -2.823
H  -0.851  6.066  -4.420
H  -3.623  3.716  -3.934
H  -3.131  5.378  -4.212
H  -2.913  4.665  -2.612
O  1.097  -4.131  1.245
C  0.935  -3.291  0.401
O  1.755  -2.333  0.061
C  -0.314  -3.318  -0.473
C  -1.284  -4.317  -0.318
C  -2.337  -4.337  -1.182
C  -2.384  -3.420  -2.258
C  -3.405  -3.464  -3.237
C  -3.368  -2.627  -4.313
C  -2.290  -1.731  -4.469
C  -1.302  -1.649  -3.530
C  -1.347  -2.468  -2.380
N  -0.364  -2.396  -1.424
H  -1.161  -5.023  0.490
H  -3.125  -5.073  -1.084
H  -4.201  -4.189  -3.123
H  -4.144  -2.670  -5.066
H  -2.238  -1.111  -5.354
H  -0.459  -0.992  -3.679

Atomic partial charges in e from the Mulliken method, atoms 1 to 4:
1. Cr -0.503
2. O -0.665
3. S 1.935
4. O -0.472

=====

3.
A structure of composition C46H44F3LaN7O3P2S2. Source: OMol25; level of theory: ωB97M-V with the def2-TZVPD basis set.

HOMO level	-9.74	eV
relative energy (zero: lowest compared OMol25 entry of this formula, charge and spin)	12.8	kcal/mol
calculated total energy	-114247.8973	eV
Kohn-Sham gap	5.640	eV
molar mass	1064.89	g/mol
total charge	+1

Atoms and positions in Å:
La  1.224  0.664  0.089
C  1.912  3.412  4.117
C  1.697  3.299  2.777
N  2.240  2.275  2.048
C  3.049  1.402  2.710
C  3.021  1.395  4.125
N  2.507  2.414  4.812
C  4.024  0.583  1.960
C  5.153  -0.009  2.483
C  6.009  -0.705  1.592
C  5.634  -0.919  0.281
C  4.461  -0.338  -0.208
N  3.683  0.380  0.647
C  3.985  -0.419  -1.583
C  4.609  -1.273  -2.499
N  4.370  -1.197  -3.810
C  3.390  -0.349  -4.180
C  2.715  0.416  -3.285
N  2.950  0.347  -1.964
C  7.313  -1.239  2.062
C  8.076  -2.110  1.271
C  9.292  -2.566  1.768
N  9.771  -2.270  2.978
C  9.092  -1.399  3.688
C  7.878  -0.818  3.282
H  1.610  4.287  4.699
H  1.209  4.069  2.204
H  3.465  0.560  4.677
H  5.402  -0.015  3.551
H  6.247  -1.569  -0.366
H  5.401  -1.967  -2.147
H  3.181  -0.302  -5.281
H  2.018  1.181  -3.622
H  7.754  -2.488  0.312
H  9.935  -3.230  1.192
H  9.551  -1.120  4.640
H  7.344  -0.171  3.973
C  -4.539  -4.484  -2.661
C  -4.722  -3.334  -1.647
C  -6.209  -3.400  -1.267
C  -3.891  -3.575  -0.393
C  -4.309  -2.009  -2.275
C  -5.053  -1.471  -3.317
C  -4.706  -0.219  -3.861
C  -3.592  0.469  -3.402
S  -2.900  1.985  -3.860
C  -1.631  1.767  -2.654
N  -1.713  0.664  -1.949
C  -2.832  -0.070  -2.328
C  -3.201  -1.309  -1.791
C  -0.516  2.688  -2.546
C  -0.375  3.621  -3.560
C  0.727  4.452  -3.573
C  1.727  4.298  -2.592
C  1.569  3.373  -1.557
C  0.449  2.590  -1.535
H  -4.772  -5.444  -2.169
H  -3.515  -4.500  -3.129
H  -5.299  -4.397  -3.458
H  -6.451  -4.310  -0.699
H  -6.821  -3.423  -2.169
H  -6.475  -2.529  -0.650
H  -4.250  -4.475  0.112
H  -3.951  -2.732  0.314
H  -2.812  -3.773  -0.666
H  -5.934  -1.967  -3.716
H  -5.389  0.222  -4.588
H  -2.587  -1.695  -0.986
H  -1.155  3.667  -4.308
H  0.726  5.252  -4.300
H  2.651  4.874  -2.606
H  2.272  3.447  -0.730
C  -2.328  3.794  2.349
P  -2.049  2.704  0.899
C  -2.769  3.729  -0.483
C  -3.395  1.484  1.117
C  -4.706  1.831  0.758
C  -5.816  1.127  1.234
C  -5.643  0.000  2.029
C  -4.344  -0.405  2.367
C  -3.215  0.315  1.924
P  -1.596  -0.217  2.517
C  -1.568  -2.029  2.666
C  -1.263  0.482  4.183
H  -3.293  3.673  2.815
H  -2.239  4.861  2.057
H  -1.588  3.629  3.150
H  -3.548  4.383  -0.055
H  -3.187  3.095  -1.290
H  -2.025  4.376  -0.960
H  -4.909  2.740  0.212
H  -6.835  1.380  0.933
H  -6.490  -0.505  2.512
H  -4.167  -1.332  2.981
H  -1.775  -2.534  1.661
H  -2.289  -2.397  3.420
H  -0.552  -2.212  2.982
H  -2.128  0.968  4.645
H  -0.392  1.167  4.131
H  -1.033  -0.338  4.885
F  -0.540  -3.201  -3.717
C  0.398  -2.603  -2.974
F  0.413  -1.314  -3.415
F  1.593  -3.118  -3.269
S  0.184  -2.752  -0.988
O  -0.475  0.214  1.537
O  0.908  -3.968  -0.537
O  0.971  -1.496  -0.751

Atomic partial charges in e from the Mulliken method, atoms 1 to 4:
1. La 1.444
2. C -0.809
3. C -0.143
4. N 0.039

=====

4.
A structure of composition C46H44Ge2IrN4O5S2. Source: OMol25; level of theory: ωB97M-V with the def2-TZVPD basis set.

HOMO level (spin up / spin down)	-7.20 / -7.30	eV
relative energy (zero: lowest compared OMol25 entry of this formula, charge and spin)	92.7	kcal/mol
calculated total energy	-202153.5245	eV
Kohn-Sham gap (spin up / spin down)	5.465 / 4.906	eV
molar mass	1134.45	g/mol
spin multiplicity	2

Atoms and positions in Å:
Ir  0.946  0.064  -1.310
C  -2.100  4.850  -1.636
C  -2.205  3.773  -2.506
C  -1.176  2.852  -2.604
C  -0.033  2.990  -1.830
C  0.060  4.051  -0.938
C  -0.969  4.977  -0.843
N  1.006  2.014  -1.950
C  2.249  2.404  -2.262
C  2.678  3.729  -2.562
C  3.983  3.958  -2.891
C  4.930  2.906  -2.977
C  4.545  1.620  -2.748
C  3.208  1.362  -2.389
N  2.704  0.110  -2.151
N  3.402  -0.909  -2.470
C  2.792  -2.069  -2.078
C  3.402  -3.287  -2.357
C  2.829  -4.449  -1.892
C  1.678  -4.363  -1.126
C  1.111  -3.122  -0.925
N  1.615  -1.992  -1.420
H  -2.897  5.580  -1.575
H  -3.094  3.648  -3.111
H  -1.252  2.006  -3.275
H  0.929  4.131  -0.299
H  -0.889  5.798  -0.140
H  1.971  4.543  -2.526
H  4.299  4.973  -3.095
H  5.959  3.120  -3.231
H  5.240  0.797  -2.827
H  4.314  -3.273  -2.936
H  3.272  -5.410  -2.116
H  1.215  -5.242  -0.702
H  0.229  -3.014  -0.329
C  1.846  4.731  4.331
C  1.074  3.775  3.460
C  1.677  3.159  2.367
C  0.980  2.255  1.583
C  -0.333  1.941  1.899
C  -0.965  2.572  2.963
C  -0.262  3.487  3.731
S  -1.232  0.699  1.018
O  -0.707  -0.570  1.470
O  -2.628  0.922  1.284
O  -0.903  0.898  -0.464
H  2.696  5.152  3.796
H  2.227  4.211  5.213
H  1.210  5.545  4.681
H  2.711  3.385  2.128
H  1.465  1.786  0.734
H  -2.005  2.353  3.160
H  -0.755  3.977  4.563
C  -3.605  -4.285  0.067
Ge  -2.314  -2.897  0.644
C  -0.832  -3.941  1.413
C  -3.286  -2.094  2.146
Ge  -1.457  -1.436  -1.473
C  -1.096  -2.749  -2.901
C  -1.515  -4.070  -2.846
C  -1.188  -4.951  -3.870
C  -0.452  -4.512  -4.962
C  -0.022  -3.193  -5.024
C  -0.323  -2.321  -3.986
C  -3.165  -0.573  -1.861
C  -4.222  -0.552  -0.961
C  -5.340  0.231  -1.212
C  -5.405  1.013  -2.356
C  -4.361  0.990  -3.273
C  -3.249  0.199  -3.026
H  -3.857  -4.802  0.997
H  -3.206  -5.016  -0.632
H  -4.513  -3.849  -0.350
H  -1.181  -4.370  2.355
H  0.049  -3.331  1.613
H  -0.558  -4.758  0.744
H  -3.156  -2.749  3.010
H  -4.349  -2.022  1.912
H  -2.912  -1.101  2.373
H  -2.102  -4.412  -2.008
H  -1.510  -5.984  -3.816
H  -0.208  -5.200  -5.762
H  0.550  -2.849  -5.877
H  0.051  -1.302  -4.011
H  -4.178  -1.150  -0.060
H  -6.162  0.236  -0.507
H  -6.272  1.635  -2.538
H  -4.416  1.587  -4.175
H  -2.448  0.158  -3.756
O  0.893  -0.094  7.942
C  2.042  0.140  7.274
O  2.991  0.573  7.863
C  2.064  -0.161  5.803
C  0.985  -0.695  5.099
C  1.082  -0.967  3.747
C  2.266  -0.680  3.052
S  2.435  -1.002  1.361
C  3.346  -0.127  3.764
C  3.246  0.113  5.119
H  0.208  -0.434  7.357
H  0.035  -0.909  5.579
H  0.240  -1.380  3.213
H  4.256  0.111  3.230
H  4.078  0.522  5.677

Atomic partial charges in e from the Mulliken method, atoms 1 to 4:
1. Ir 1.203
2. C -0.791
3. C -0.758
4. C 0.031